No. 1
{"formula": "C4H11N3O2", "method": "the ωB97M-V functional and the def2-TZVPD basis", "multiplicity": 1, "total_charge": 0, "max_force_ev_per_a": 7.88, "relative_energy_kcal_mol": 152.3, "species": ["C", "C", "C", "C", "H", "H", "H", "H", "H", "H", "H", "H", "H", "H", "H", "N", "N", "N", "O", "O"], "xyz": [[-1.580, -1.126, -0.635], [-0.151, -1.520, -0.694], [0.648, -2.493, 0.250], [-0.043, 2.080, 0.069], [-1.769, -0.398, -1.393], [-2.560, -1.828, -0.803], [-1.723, -0.693, 0.427], [-0.143, -1.601, -1.754], [1.670, -2.628, -0.188], [0.263, -3.428, 0.213], [0.867, -3.085, 2.035], [1.130, 0.587, 0.954], [-0.767, 3.041, -1.500], [-0.213, 1.384, -1.756], [0.682, 2.811, 1.774], [0.349, 0.776, 0.411], [-0.704, 2.113, -1.191], [0.006, 2.960, 0.952], [0.850, -1.987, 1.465], [0.621, -0.108, -0.610]]}

***

No. 2
{"formula": "C4H11N3O2", "method": "the ωB97M-V functional and the def2-TZVPD basis", "multiplicity": 1, "total_charge": 0, "max_force_ev_per_a": 3.29, "relative_energy_kcal_mol": 47.7, "smiles": "CN=C(N)N.CC(=O)O", "species": ["C", "N", "C", "N", "N", "H", "H", "H", "H", "H", "H", "H", "C", "C", "O", "O", "H", "H", "H", "H"], "xyz": [[0.758, 1.480, 1.354], [0.883, 0.375, 0.507], [1.976, -0.203, 0.172], [3.264, 0.208, 0.440], [1.835, -1.445, -0.473], [-0.363, 1.581, 1.528], [0.852, 2.500, 0.929], [1.313, 1.517, 2.301], [3.889, 0.130, -0.364], [3.141, 1.189, 0.725], [0.995, -1.952, -0.639], [2.592, -2.043, -0.225], [-3.466, -0.169, -0.478], [-2.209, -0.994, -0.594], [-1.813, -2.020, -0.136], [-1.471, -0.251, -1.448], [-4.290, -0.406, 0.192], [-3.903, -0.183, -1.497], [-3.423, 0.964, -0.547], [-0.561, -0.277, -1.747]]}

***

No. 3
{"formula": "C4H11N3O2", "method": "the ωB97M-V functional and the def2-TZVPD basis", "multiplicity": 1, "total_charge": 0, "max_force_ev_per_a": 0.89, "relative_energy_kcal_mol": 0.0, "smiles": "CN=C(N)N.CC(=O)O", "species": ["C", "N", "C", "N", "N", "H", "H", "H", "H", "H", "H", "H", "C", "C", "O", "O", "H", "H", "H", "H"], "xyz": [[-1.802, -1.377, 0.588], [-0.723, -0.440, 0.803], [0.117, -0.667, 1.737], [0.067, -1.700, 2.655], [1.223, 0.123, 1.867], [-2.373, -1.652, 1.487], [-1.461, -2.275, 0.065], [-2.573, -0.912, -0.035], [-0.765, -2.260, 2.685], [0.933, -2.212, 2.741], [1.283, 0.877, 1.188], [1.578, 0.252, 2.797], [0.863, 1.801, -3.177], [0.583, 1.496, -1.741], [1.352, 1.738, -0.833], [-0.604, 0.918, -1.545], [1.649, 1.130, -3.532], [1.224, 2.816, -3.284], [0.036, 1.711, -3.885], [-0.605, 0.633, -0.578]]}

***

No. 4
{"formula": "C4H11N3O3", "method": "the ωB97M-V functional and the def2-TZVPD basis", "multiplicity": 1, "total_charge": 0, "max_force_ev_per_a": 2.93, "relative_energy_kcal_mol": 74.8, "smiles": "CON(N)[C@@](N)(O)C(C)=O", "species": ["C", "O", "N", "N", "C", "N", "O", "C", "C", "O", "H", "H", "H", "H", "H", "H", "H", "H", "H", "H", "H"], "xyz": [[0.012, 1.485, -1.908], [0.607, 0.431, -1.164], [-0.541, -0.663, -0.799], [-0.229, -1.960, -1.168], [-0.607, -0.503, 0.671], [-1.969, -0.195, 1.021], [-0.212, -1.673, 1.342], [0.346, 0.722, 1.023], [1.753, 0.364, 1.443], [-0.153, 1.823, 1.300], [-0.892, 1.159, -2.437], [0.734, 1.843, -2.647], [-0.246, 2.315, -1.243], [-0.825, -2.291, -1.927], [0.764, -2.128, -1.344], [-2.281, 0.574, 0.432], [-1.935, 0.197, 1.961], [-0.633, -2.350, 0.782], [2.283, -0.167, 0.651], [1.730, -0.265, 2.335], [2.296, 1.283, 1.676]]}

***

No. 5
{"formula": "C4H11N4", "method": "the ωB97M-V functional and the def2-TZVPD basis", "multiplicity": 1, "total_charge": 1, "max_force_ev_per_a": 6.10, "relative_energy_kcal_mol": 32.6, "smiles": "N[C@H]1NCCC(=[NH2+])N1", "species": ["N", "C", "N", "C", "C", "C", "N", "N", "H", "H", "H", "H", "H", "H", "H", "H", "H", "H", "H"], "xyz": [[0.825, 0.080, -2.429], [0.776, -0.264, -1.059], [1.029, 0.979, 0.027], [1.127, 0.203, 1.284], [-0.268, -0.270, 1.640], [-1.151, -0.303, 0.364], [-2.427, -0.063, 0.476], [-0.568, -0.530, -0.828], [1.719, 0.092, -2.886], [0.218, 0.806, -2.569], [1.389, -1.198, -0.826], [2.060, 1.191, -0.173], [1.488, 0.860, 2.010], [1.943, -0.583, 1.287], [-0.840, 0.435, 2.308], [-0.274, -1.321, 2.053], [-2.885, 0.127, 1.362], [-2.861, 0.231, -0.426], [-1.300, -0.476, -1.616]]}

***

No. 6
{"formula": "C4H11N4", "method": "the ωB97M-V functional and the def2-TZVPD basis", "multiplicity": 1, "total_charge": 1, "max_force_ev_per_a": 3.89, "relative_energy_kcal_mol": 76.3, "species": ["C", "C", "C", "C", "N", "N", "N", "N", "H", "H", "H", "H", "H", "H", "H", "H", "H", "H", "H"], "xyz": [[4.127, 0.107, 1.142], [-1.407, -0.041, -0.249], [-1.242, 1.789, 1.223], [-1.846, -1.892, -1.774], [3.069, 0.118, 0.504], [2.123, 0.206, -0.109], [-0.700, 0.840, 0.315], [-0.951, -0.938, -1.108], [5.058, 0.343, 0.704], [3.993, -0.320, 2.134], [-2.438, -0.004, -0.299], [-2.263, 1.749, 1.398], [-0.846, 1.636, 2.244], [-1.068, 2.895, 1.040], [-2.871, -1.391, -1.935], [-1.409, -2.075, -2.823], [-1.824, -2.792, -1.227], [0.394, 0.719, 0.188], [0.101, -0.951, -1.369]]}

***

No. 7
{"formula": "C4H11N4O2", "method": "the ωB97M-V functional and the def2-TZVPD basis", "multiplicity": 1, "total_charge": 1, "max_force_ev_per_a": 3.36, "relative_energy_kcal_mol": 82.0, "species": ["C", "C", "C", "C", "N", "N", "N", "N", "O", "O", "H", "H", "H", "H", "H", "H", "H", "H", "H", "H", "H"], "xyz": [[1.917, 0.829, 0.313], [-1.526, -0.899, -0.332], [3.327, 0.810, -0.108], [-1.655, 0.573, 0.026], [1.109, -0.072, 0.020], [-1.630, 1.029, 1.215], [-1.270, -3.010, 0.371], [-1.803, 1.369, -0.986], [-1.277, -1.282, -1.449], [-1.531, -1.680, 0.764], [1.513, 1.642, 0.875], [3.214, 1.445, -0.988], [4.153, 1.134, 0.491], [3.602, -0.181, -0.473], [-1.654, 2.046, 1.190], [-1.068, 0.555, 1.955], [-1.592, -3.710, 1.088], [-1.649, -3.302, -0.593], [1.556, -0.666, -0.591], [-1.870, 2.466, -0.864], [-1.868, 0.905, -1.924]]}

***

No. 8
{"formula": "C4H11N4S", "method": "the ωB97M-V functional and the def2-TZVPD basis", "multiplicity": 1, "total_charge": 1, "max_force_ev_per_a": 5.17, "relative_energy_kcal_mol": 55.6, "smiles": "C/N=C1/N[N@H+](C)[C@@H](N)S1", "species": ["C", "N", "C", "N", "N", "C", "C", "N", "S", "H", "H", "H", "H", "H", "H", "H", "H", "H", "H", "H"], "xyz": [[3.594, -0.151, -0.253], [2.332, 0.472, -0.421], [1.218, 0.206, -0.099], [0.086, 1.051, -0.376], [-1.153, 0.535, -0.178], [-2.086, 1.510, 0.437], [-1.048, -1.091, 0.534], [-1.597, -1.961, -0.396], [0.650, -1.365, 0.795], [3.614, -0.756, 0.653], [4.314, 0.725, -0.141], [3.755, -0.746, -1.212], [0.110, 2.012, -0.278], [-1.640, 0.210, -1.079], [-1.560, 1.931, 1.305], [-2.274, 2.219, -0.269], [-2.935, 1.031, 0.904], [-1.795, -1.149, 1.415], [-2.589, -2.171, -0.513], [-0.996, -2.512, -0.827]]}